[1]
C2H4N4O | ωB97M-V/def2-TZVPD

Values from the calculation:
orbital gap	7.4	eV
ΔE to the lowest compared entry with this formula, charge and spin	10.751	eV
E	-10136.38334	eV
lowest unoccupied orbital energy	-1.1	eV
molecular weight	100.081	g/mol

```
11
C2H4N4O (ωB97M-V/def2-TZVPD)
C -0.0840 -0.1761 0.3622
C 0.7896 0.0802 -1.6653
H -2.3059 -1.1073 2.4894
H 1.4782 -1.4471 -0.2325
H 1.8212 -0.1614 -2.3572
H -0.2319 2.2852 0.4595
N -0.4338 -0.8191 1.3838
N 0.8240 -0.6139 -0.5517
N 0.0314 1.0642 -1.7275
N -0.5973 0.8669 -0.4562
O -1.2916 0.0285 2.2957
```


[2]
C15H22N2O3S | ωB97M-V/def2-TZVPD

Values from the calculation:
orbital gap	9.0	eV
ΔE to the lowest compared entry with this formula, charge and spin	0.077	eV
E	-35871.50597	eV
lowest unoccupied orbital energy	0.6	eV
molecular weight	310.419	g/mol
SMILES	COC(=O)[C@H](CCSC)NC(=O)Nc1ccc(C)c(C)c1

```
43
C15H22N2O3S (ωB97M-V/def2-TZVPD)
C 3.6271 2.9792 2.1431
O 2.6044 1.9947 2.0772
C 3.0219 0.7292 2.0705
O 4.1480 0.3784 2.2925
C 1.8345 -0.2266 1.8900
C 2.3489 -1.6569 1.6838
C 1.2775 -2.7238 1.8369
S -0.1317 -2.5950 0.6754
C 0.7062 -2.9089 -0.9017
N 1.0219 0.2494 0.7924
C 1.6572 0.6190 -0.3553
O 2.8617 0.7932 -0.4202
N 0.8664 0.7905 -1.4629
C -0.5198 0.6390 -1.5952
C -1.0313 0.0360 -2.7393
C -2.3962 -0.1208 -2.8821
C -3.2816 0.3121 -1.9052
C -4.7565 0.1204 -2.0787
C -2.7725 0.9429 -0.7662
C -3.6936 1.4519 0.2990
C -1.4030 1.1064 -0.6272
H 3.1219 3.9381 2.2260
H 4.2306 2.9377 1.2347
H 4.2698 2.8020 3.0079
H 1.2244 -0.1705 2.8000
H 2.8191 -1.7111 0.7003
H 3.1319 -1.8428 2.4220
H 0.8150 -2.6701 2.8225
H 1.7071 -3.7171 1.7020
H 1.1842 -3.8839 -0.8669
H -0.0636 -2.8945 -1.6662
H 1.4366 -2.1298 -1.0989
H 0.1081 -0.1789 0.7062
H 1.3920 0.9231 -2.3157
H -0.3587 -0.3084 -3.5117
H -2.7818 -0.5954 -3.7732
H -5.1664 -0.4648 -1.2562
H -5.2705 1.0813 -2.0888
H -4.9710 -0.3952 -3.0111
H -4.2720 0.6330 0.7252
H -3.1332 1.9321 1.0967
H -4.3973 2.1733 -0.1146
H -1.0157 1.6313 0.2330
```


[3]
C3N3O2 | ωB97M-V/def2-TZVPD

Values from the calculation:
orbital gap	9.5	eV
ΔE to the lowest compared entry with this formula, charge and spin	0.607	eV
E	-11677.28210	eV
lowest unoccupied orbital energy	3.9	eV
total charge	-1
molecular weight	110.052	g/mol
SMILES	N#C/N=C(\[O-])OC#N

```
8
C3N3O2 (ωB97M-V/def2-TZVPD)
N -0.5282 3.2148 1.1829
C -0.5514 2.1908 0.6260
N -0.5622 1.1024 -0.1052
C 0.1422 0.0795 0.2164
O 1.0159 -0.1480 0.9882
O -0.1512 -1.0422 -0.8083
C 0.2615 -2.2489 -0.9624
N 0.4669 -3.3788 -1.1090
```


[4]
C4H7NOS | ωB97M-V/def2-TZVPD

Values from the calculation:
orbital gap	9.8	eV
ΔE to the lowest compared entry with this formula, charge and spin	1.973	eV
E	-18632.57655	eV
lowest unoccupied orbital energy	0.6	eV
molecular weight	117.173	g/mol
SMILES	CS[C@@](C)(O)C#N

```
14
C4H7NOS (ωB97M-V/def2-TZVPD)
C 1.4222 1.0733 -1.0398
S 1.3304 -0.5857 -0.5814
C -0.4977 -0.7173 0.1259
C -0.4812 0.0709 1.4490
O -1.2850 0.0604 -0.6705
C -0.8693 -2.1302 0.1363
N -1.2709 -3.1813 -0.0532
H 2.3013 1.2624 -1.5984
H 1.4596 1.9062 -0.2422
H 0.4971 1.5118 -1.5765
H -0.5483 1.2268 1.2771
H -1.2408 -0.1813 2.1840
H 0.3870 0.0104 2.1101
H -1.2045 -0.3264 -1.5204
```


[5]
C12H19FN3Sc | ωB97M-V/def2-TZVPD

Values from the calculation:
orbital gap	7.5	eV
E	-40625.64461	eV
lowest unoccupied orbital energy	-7.5	eV
total charge	+2
molecular weight	269.259	g/mol

```
36
C12H19FN3Sc (ωB97M-V/def2-TZVPD)
Sc -0.0166 -0.0042 0.3779
C 1.4332 -1.0662 -2.2320
C 0.4108 -2.0937 -1.7823
N -0.8236 -1.4552 -1.2210
C -1.6394 -0.7094 -2.2366
C -2.0155 0.6889 -1.7798
N -0.8460 1.4392 -1.2169
C 0.2079 1.7790 -2.2299
C 1.6046 1.3988 -1.7730
N 1.6579 0.0106 -1.2124
H 1.1373 -0.5994 -3.1685
H 2.3726 -1.5771 -2.4301
H 0.8259 -2.7364 -1.0051
H 0.1560 -2.7397 -2.6215
H -1.3956 -2.2077 -0.8474
H -2.5536 -1.2623 -2.4387
H -1.0858 -0.6832 -3.1722
H -2.7805 0.6492 -1.0030
H -2.4465 1.2351 -2.6182
H -1.2154 2.3075 -0.8396
H 0.1874 2.8486 -2.4242
H -0.0469 1.2937 -3.1692
H 1.9539 2.0772 -0.9936
H 2.2959 1.4982 -2.6093
H 2.5896 -0.1096 -0.8240
F 0.0026 0.0060 6.5585
C 0.0027 0.0039 5.2333
C 0.0092 1.2232 4.5717
C 0.0089 1.2068 3.1928
C 0.0007 -0.0014 2.4852
C -0.0043 -1.2068 3.1968
C -0.0040 -1.2187 4.5761
H 0.0157 2.1437 5.1400
H 0.0160 2.1653 2.6806
H -0.0081 -2.1672 2.6880
H -0.0073 -2.1367 5.1475
```


[6]
C11H7N10PtS | ωB97M-V/def2-TZVPD

Values from the calculation:
orbital gap (alpha / beta)	8.6 / 5.2	eV
E	-40489.88636	eV
lowest unoccupied orbital energy (alpha / beta)	-4.0 / -7.4	eV
2S+1	5
total charge	+1
molecular weight	506.392	g/mol

```
30
C11H7N10PtS (ωB97M-V/def2-TZVPD)
Pt 0.1655 -0.1969 0.1461
N -2.8721 -0.4135 1.8143
C -2.0118 0.5358 2.2435
N -2.2313 1.2846 3.3253
N -1.1907 2.0923 3.3903
N -0.3568 1.8619 2.3907
N -0.8552 0.8833 1.6515
C -2.7166 -1.2093 0.7335
N -3.6102 -2.1307 0.3710
N -3.1124 -2.6666 -0.7265
N -1.9586 -2.1028 -1.0403
N -1.6881 -1.1779 -0.1327
H -3.7162 -0.5509 2.3671
S 4.2837 -0.5766 -1.3311
C 4.1704 -1.6739 -0.0163
C 2.9431 -1.6806 0.5606
C 2.0729 -0.7650 -0.0888
C 2.6629 -0.0881 -1.1409
C 1.9569 0.9004 -1.9491
C 2.4921 1.6083 -3.0106
C 1.6945 2.5194 -3.6851
C 0.3789 2.7090 -3.2907
C -0.0991 1.9725 -2.2233
N 0.6773 1.1006 -1.5845
H 5.0269 -2.2662 0.2672
H 2.6857 -2.3075 1.4005
H 3.5211 1.4449 -3.3015
H 2.0994 3.0800 -4.5168
H -0.2679 3.4113 -3.7956
H -1.1164 2.0782 -1.8712
```


[7]
C2H9N2S2 | ωB97M-V/def2-TZVPD

Values from the calculation:
orbital gap	9.0	eV
ΔE to the lowest compared entry with this formula, charge and spin	0.319	eV
E	-26864.42952	eV
lowest unoccupied orbital energy	-3.7	eV
total charge	+1
molecular weight	125.242	g/mol

```
15
C2H9N2S2 (ωB97M-V/def2-TZVPD)
C 1.0803 1.5569 -0.8507
S 1.2029 -0.0739 -1.5913
S 2.3572 -1.0859 -0.1959
H 2.0635 1.9624 -0.7054
H 0.5862 1.5929 0.1229
H 0.5479 2.1967 -1.5461
H 3.2099 -0.0574 -0.0844
N -0.7717 -1.0889 1.5140
C -1.7993 -0.7957 0.7607
N -1.7038 -0.5016 -0.5027
H 0.0914 -1.4299 1.1587
H -0.9685 -1.2476 2.4881
H -2.7669 -0.8039 1.2393
H -2.3762 0.1386 -0.9154
H -0.7529 -0.3628 -0.8917
```